Record 1
DFT (wB97M-V/def2-TZVPD) results for a structure of composition C46H36N5O12S3W.

- E (eV) = -114645.801
- frontier orbital gap (eV) = 6.8320
- multiplicity = 1
- LUMO level (eV) = 0.563
- highest occupied orbital energy (eV) = -6.27
- charge = -1

Each line ends with the Löwdin charge.
CARTESIAN COORDINATES (ANGSTROEM)
W1 0.20085 -0.83477 0.63077  2.0721
O1 1.69589 -1.31235 1.71445  -0.2188
C1 2.07837 -1.51727 2.97285  -0.2883
C2 3.22367 -2.26491 3.22175  0.0137
C3 3.61743 -2.48483 4.52827  -0.0636
C4 2.89016 -1.96613 5.59774  -0.0866
C5 1.76902 -1.20312 5.34282  -0.0259
C6 1.35464 -0.97001 4.03136  -0.1471
C7 0.26007 -0.07665 3.77215  -0.0274
N1 -0.22170 0.18273 2.61729  -0.0873
N2 -1.27655 1.07875 2.62855  0.1422
C8 -1.80958 1.11382 1.46483  -0.3656
O2 -1.31516 0.41476 0.46706  -0.1921
C9 -3.01257 1.92393 1.20682  -0.1215
C10 -3.80059 1.66764 0.09148  0.0035
C11 -4.93341 2.43412 -0.14120  -0.0678
C12 -5.27708 3.45559 0.73108  -0.0925
C13 -4.49036 3.70887 1.84944  -0.0868
C14 -3.36301 2.94384 2.09001  -0.0261
H1 3.75774 -2.67408 2.37509  0.1182
H2 4.50425 -3.07647 4.72033  0.1063
H3 3.20735 -2.15160 6.61540  0.0969
H4 1.20097 -0.76630 6.15648  0.1137
H5 -0.19917 0.43857 4.61036  0.1458
H6 -3.54290 0.85292 -0.56865  0.0985
H7 -5.54947 2.22478 -1.00621  0.1040
H8 -6.15969 4.05457 0.54328  0.0970
H9 -4.75692 4.50534 2.53251  0.0976
H10 -2.73899 3.12731 2.95428  0.1083
O3 -2.55169 -3.24627 3.01443  -0.2681
S1 -1.54945 -3.37843 1.99829  0.5921
O4 -1.88543 -4.02381 0.77605  -0.2435
O5 -0.94032 -1.96450 1.81556  -0.4439
C15 -0.16752 -4.24650 2.72729  -0.2104
C16 -0.32574 -4.62691 4.05445  -0.0500
C17 0.66320 -5.35117 4.70036  -0.0688
C18 1.81779 -5.69796 4.01467  -0.0710
C19 1.98623 -5.29688 2.70064  -0.0646
C20 1.00680 -4.56538 2.04471  -0.2149
S2 1.40640 -4.09406 0.35734  0.5053
O6 1.00927 -5.19701 -0.46894  -0.2614
O7 2.81261 -3.77110 0.38684  -0.2979
O8 0.55336 -2.90271 0.07580  -0.4601
H11 -1.23862 -4.35168 4.56348  0.1085
H12 0.52747 -5.64013 5.73460  0.1025
H13 2.59887 -6.26526 4.50504  0.1043
H14 2.89990 -5.52599 2.16744  0.1196
S3 2.81884 -1.61138 -3.12289  0.6859
C21 2.06982 -1.12690 -1.82205  -0.8515
N3 1.51868 -0.71010 -0.86108  -0.0713
O9 2.44754 1.28679 2.58023  0.0859
C22 2.03107 1.75809 1.54602  -0.4916
N4 2.38879 3.01378 1.08799  0.1483
C23 1.98110 3.20848 -0.28495  -0.2690
C24 1.01404 2.01690 -0.44118  -0.4234
O10 0.30571 1.85242 -1.40735  0.0831
N5 1.11203 1.20337 0.65437  0.0389
C25 1.24990 4.52039 -0.52522  -0.1359
C26 1.05965 5.43831 0.49817  -0.0283
C27 0.39664 6.63555 0.25512  -0.0898
C28 -0.08790 6.92004 -1.01140  -0.1009
C29 0.09704 6.00041 -2.03692  -0.0756
C30 0.76626 4.81151 -1.79895  -0.0152
C31 3.17382 3.08283 -1.24045  -0.1261
C32 4.28645 3.88661 -0.99998  -0.0352
C33 5.39943 3.82123 -1.82039  -0.0861
C34 5.41648 2.94632 -2.89969  -0.0927
C35 4.31160 2.14904 -3.14884  -0.0689
C36 3.19077 2.21967 -2.32908  -0.0156
H15 3.27270 3.35029 1.43475  0.1426
H16 1.41071 5.20682 1.49556  0.1062
H17 0.25437 7.34159 1.06408  0.0969
H18 -0.61027 7.84941 -1.20043  0.0953
H19 -0.28314 6.20958 -3.02908  0.1006
H20 0.90567 4.09671 -2.59865  0.1182
H21 4.28246 4.58963 -0.17286  0.1147
H22 6.25460 4.45380 -1.61645  0.0983
H23 6.28883 2.88532 -3.53803  0.0976
H24 4.31691 1.44827 -3.97365  0.0975
H25 2.33853 1.58584 -2.53366  0.0940
C37 -3.36812 -2.48861 -6.79602  -0.0615
C38 -3.05618 -2.23990 -5.34299  -0.2750
C39 -3.05759 -3.28073 -4.42116  -0.0119
C40 -2.76305 -3.07199 -3.08084  -0.1843
C41 -2.73178 -4.22578 -2.11855  -0.0230
C42 -2.45361 -1.77250 -2.65854  -0.0412
C43 -2.43133 -0.71377 -3.56272  -0.1902
C44 -2.10422 0.69449 -3.14108  -0.0268
C45 -2.74368 -0.96679 -4.89633  -0.0201
C46 -2.16622 -1.56104 -1.19321  -0.5141
O11 -3.02114 -1.61612 -0.34337  0.1123
O12 -0.87664 -1.34365 -0.95930  -0.1905
H26 -3.67844 -3.52074 -6.96046  0.0678
H27 -2.49384 -2.29776 -7.42244  0.0770
H28 -4.16949 -1.83453 -7.14568  0.0737
H29 -3.28691 -4.28758 -4.75566  0.1093
H30 -2.99517 -5.15334 -2.62659  0.0769
H31 -3.41444 -4.06892 -1.28372  0.0806
H32 -1.73704 -4.34271 -1.68263  0.0826
H33 -1.81155 0.76586 -2.09753  0.0415
H34 -2.95710 1.35666 -3.31246  0.0860
H35 -1.26541 1.08455 -3.72012  0.0874
H36 -2.73259 -0.13904 -5.60011  0.1186

Record 2
DFT (wB97M-V/def2-TZVPD) results for a structure of composition C16H20Cl3N2ORuSi at a distorted geometry.

- E (eV) = -69966.438
- frontier orbital gap (alpha / beta) (eV) = 5.8046 / 5.6821
- multiplicity = 1
- LUMO level (alpha / beta) (eV) = -5.477 / -5.514
- highest occupied orbital energy (alpha / beta) (eV) = -11.28 / -11.20
- charge = +1

Each line ends with the Löwdin charge.
CARTESIAN COORDINATES (ANGSTROEM)
Ru1 1.10638 -0.36557 -0.87561  0.6882
O1 0.22565 1.09112 -2.82867  -0.1974
C1 -0.76046 0.37985 -3.56060  -0.2670
C2 -2.15570 0.50069 -2.94809  -0.1574
C3 -2.15711 0.17873 -1.44670  -0.1444
C4 -1.84413 -1.26499 -1.19716  -0.2699
C5 -2.78320 -2.25092 -1.48842  0.0040
C6 -2.47078 -3.57848 -1.26913  -0.0234
C7 -1.22740 -3.88588 -0.73324  -0.0319
C8 -0.34697 -2.85610 -0.46688  -0.1880
N1 -0.63878 -1.57876 -0.72046  -0.0649
H1 -0.07031 2.00695 -2.74720  0.1020
H2 -0.42444 -0.66157 -3.57248  0.0748
H3 -0.78933 0.75071 -4.59306  0.1274
H4 -2.81883 -0.18329 -3.48043  0.1189
H5 -2.52649 1.51860 -3.09509  0.1192
H6 -3.14598 0.40259 -1.04577  0.1255
H7 -1.41588 0.79821 -0.92142  0.0742
H8 -3.74169 -1.96018 -1.88650  0.1253
H9 -3.17363 -4.35776 -1.51335  0.1187
H10 -0.94083 -4.90544 -0.53251  0.1156
H11 0.63844 -3.06243 -0.05644  0.0903
Cl1 1.83871 -1.78923 -2.46924  0.0344
Si1 3.21167 0.67285 -1.11165  -0.2555
Cl2 3.68270 1.97334 -2.57685  0.2790
Cl3 4.96109 0.04695 -0.32102  0.2646
C9 0.06658 3.35827 1.31420  -0.0246
C10 0.66244 2.39100 2.27809  -0.1737
C11 1.04284 2.74615 3.54707  -0.0181
C12 1.55977 1.81398 4.44168  0.0143
C13 1.67964 0.47719 4.06964  -0.0157
C14 1.32565 0.05556 2.81324  -0.1663
C15 1.38038 -1.37418 2.39330  -0.0452
C16 0.82265 1.01794 1.84850  -0.3213
N2 0.52050 0.66628 0.64683  0.0110
H12 0.02179 4.36142 1.72991  0.0894
H13 -0.94533 3.04097 1.06331  0.0945
H14 0.64628 3.37344 0.39138  0.0848
H15 0.94169 3.77425 3.85699  0.1226
H16 1.83280 2.12150 5.43798  0.1250
H17 2.04958 -0.23640 4.79205  0.1242
H18 1.76749 -2.00285 3.18853  0.0888
H19 2.02172 -1.49294 1.50453  0.0613
H20 0.37082 -1.71161 2.14072  0.0869

Number 1 is which compound? C46H36N5O12S3W